{
  "formula": "C6H10",
  "method": "ωB97M-V/def2-TZVPD",
  "e_above_lowest_kcal_mol": 48.8,
  "lumo_energy_ev": 1.31,
  "homo_lumo_gap_ha": 0.3692,
  "energy_ha": -234.524770,
  "smiles": "C1=C[C@H]2C[C@H]2C1.[H][H]",
  "total_charge": 0,
  "species": ["C", "C", "C", "C", "C", "C", "H", "H", "H", "H", "H", "H", "H", "H", "H", "H"],
  "xyz": [[1.474, 0.216, 0.364], [0.796, 0.244, -0.967], [-0.369, -0.729, -1.179], [-1.461, -0.208, -0.269], [-1.063, 0.860, 0.420], [0.355, 1.213, 0.109], [2.461, 0.667, 0.439], [1.359, -0.673, 0.976], [0.003, -1.335, 2.183], [1.355, 0.579, -1.833], [-0.696, -0.731, -2.224], [-0.107, -1.766, -0.925], [-0.656, -1.312, 1.844], [-2.425, -0.697, -0.161], [-1.673, 1.414, 1.128], [0.647, 2.259, 0.094]]
}

=====

{
  "formula": "C6H10",
  "method": "ωB97M-V/def2-TZVPD",
  "e_above_lowest_kcal_mol": 96.4,
  "lumo_energy_ev": [-0.69, -0.71],
  "homo_lumo_gap_ha": [0.2696, 0.2765],
  "energy_ha": -234.448828,
  "total_charge": 0,
  "species": ["C", "C", "C", "C", "C", "C", "H", "H", "H", "H", "H", "H", "H", "H", "H", "H"],
  "xyz": [[2.099, 0.040, -0.010], [0.838, -0.367, 0.752], [-1.231, -1.529, -1.134], [-1.921, -0.307, -0.859], [-1.466, 0.642, 0.010], [-0.210, 0.757, 0.817], [2.583, 0.919, 0.439], [1.862, 0.282, -1.054], [2.826, -0.781, -0.018], [1.105, -0.674, 1.769], [-1.609, -1.906, -2.105], [0.380, -1.229, 0.261], [-2.852, -0.031, -1.370], [-2.102, 1.528, 0.110], [0.240, 1.725, 0.539], [-0.542, 0.931, 1.854]]
}

=====

{
  "formula": "C6H10",
  "method": "ωB97M-V/def2-TZVPD",
  "e_above_lowest_kcal_mol": 105.1,
  "lumo_energy_ev": [-0.58, -0.54],
  "homo_lumo_gap_ha": [0.2941, 0.2716],
  "energy_ha": -234.435061,
  "total_charge": 0,
  "species": ["C", "C", "C", "C", "C", "C", "H", "H", "H", "H", "H", "H", "H", "H", "H", "H"],
  "xyz": [[-2.325, -0.256, 0.227], [-0.904, -0.259, -0.322], [-0.071, 0.925, 0.219], [1.317, 0.883, -0.306], [2.212, -0.130, -0.085], [2.681, -0.977, 0.898], [-2.317, -0.306, 1.322], [-2.896, -1.114, -0.143], [-2.860, 0.655, -0.064], [-0.393, -1.191, -0.050], [-0.924, -0.227, -1.421], [-0.550, 1.867, -0.070], [-0.043, 0.855, 1.315], [2.573, -0.259, -1.117], [1.578, 1.570, -1.113], [2.963, -1.965, 0.489]]
}

=====

{
  "formula": "C6H10",
  "method": "ωB97M-V/def2-TZVPD",
  "e_above_lowest_kcal_mol": 125.0,
  "lumo_energy_ev": [0.18, 0.45],
  "homo_lumo_gap_ha": [0.2818, 0.3179],
  "energy_ha": -234.403329,
  "total_charge": 0,
  "species": ["C", "C", "C", "C", "C", "C", "H", "H", "H", "H", "H", "H", "H", "H", "H", "H"],
  "xyz": [[-1.415, 0.517, 0.464], [-0.503, 0.939, -0.653], [0.974, 1.111, -0.287], [1.400, -0.214, 0.437], [0.352, -1.229, -0.012], [-0.826, -0.530, -0.456], [-1.049, 0.558, 1.488], [-2.482, 0.715, 0.367], [-0.912, 1.492, -1.491], [1.558, 1.245, -1.206], [1.158, 1.996, 0.341], [1.346, -0.090, 1.522], [2.437, -0.499, 0.203], [-1.107, -2.385, 0.294], [0.586, -2.232, -0.311], [-1.516, -1.393, -0.699]]
}

=====

{
  "formula": "C6H10",
  "method": "ωB97M-V/def2-TZVPD",
  "e_above_lowest_kcal_mol": 34.5,
  "lumo_energy_ev": 1.05,
  "homo_lumo_gap_ha": 0.3678,
  "energy_ha": -234.547559,
  "smiles": "C=C=C(C)CC",
  "total_charge": 0,
  "species": ["C", "C", "C", "C", "C", "C", "H", "H", "H", "H", "H", "H", "H", "H", "H", "H"],
  "xyz": [[2.152, 0.563, 0.012], [1.173, -0.562, -0.342], [-0.280, -0.204, -0.099], [-1.155, -0.901, 0.581], [-2.246, -1.342, 1.151], [-0.899, 1.059, -0.692], [1.882, 1.498, -0.492], [2.172, 0.754, 1.090], [3.169, 0.308, -0.302], [1.303, -0.815, -1.405], [1.429, -1.467, 0.223], [-2.517, -1.045, 2.161], [-2.943, -1.976, 0.608], [-1.751, 0.792, -1.325], [-0.203, 1.655, -1.287], [-1.286, 1.685, 0.118]]
}

=====

{
  "formula": "C6H10BN",
  "method": "ωB97M-V/def2-TZVPD",
  "e_above_lowest_kcal_mol": 60.7,
  "s2": 2.035,
  "lumo_energy_ev": [0.66, -1.85],
  "homo_lumo_gap_ha": [0.2419, 0.2568],
  "spin_multiplicity": 3,
  "energy_ha": -313.941594,
  "total_charge": 0,
  "species": ["B", "C", "C", "C", "C", "C", "C", "N", "H", "H", "H", "H", "H", "H", "H", "H", "H", "H"],
  "xyz": [[0.179, -0.159, 0.129], [0.499, 0.157, -1.384], [-3.512, -1.387, -0.901], [1.803, 0.491, -0.719], [-1.981, 0.068, 0.452], [1.451, 0.651, 0.566], [2.334, 1.108, 1.668], [-2.833, -0.538, -0.201], [0.211, -1.370, 0.450], [0.071, 1.002, -1.917], [0.459, -0.716, -2.061], [-4.421, -1.194, -1.277], [-3.222, -2.398, -0.984], [2.820, 0.275, -1.161], [-1.771, 0.243, 1.511], [1.893, 1.623, 2.526], [3.044, 1.826, 1.137], [2.975, 0.319, 2.166]]
}